No. 1
DFT (ωB97M-V/def2-TZVPD) results for 4 unconnected molecules or ions with the total composition C21H37NO14P in a non-equilibrium geometry.

Properties
Total charge: +1
E in eV: -61814.981
Orbital gap in eV: 7.2
Lowest unoccupied orbital energy in eV: -4.727
HOMO energy in eV: -11.96

Cartesian coordinates (Å):
C  2.832  -3.255  -4.216
P  2.524  -2.066  -5.592
O  2.353  -3.008  -6.955
C  0.813  -1.372  -5.361
C  -0.022  -1.627  -4.334
C  -1.280  -1.040  -4.305
C  -2.257  -1.310  -3.202
O  -2.620  -0.477  -2.403
O  -2.743  -2.577  -3.175
C  -1.661  -0.204  -5.336
C  -3.050  0.404  -5.350
C  -4.051  -0.700  -5.881
O  -3.340  -1.688  -6.630
C  -0.778  0.037  -6.360
O  -1.125  0.824  -7.385
N  0.413  -0.548  -6.335
H  2.350  -2.898  -3.304
H  3.908  -3.248  -4.063
H  2.474  -4.237  -4.524
H  1.432  -3.300  -7.006
H  0.271  -2.293  -3.534
H  -3.673  -2.534  -2.909
H  -3.030  1.227  -6.058
H  -3.337  0.718  -4.352
H  -4.467  -1.198  -5.004
H  -4.808  -0.269  -6.527
H  -3.203  -2.460  -6.076
H  -0.813  1.730  -7.244
H  1.036  -0.362  -7.122
C  -0.713  3.330  2.968
C  -1.275  4.484  2.167
O  -1.147  4.258  0.753
C  -2.036  3.427  0.224
O  -2.929  2.869  0.805
O  -1.761  3.299  -1.079
C  -2.594  2.357  -1.756
H  0.316  3.121  2.668
H  -0.731  3.557  4.034
H  -1.288  2.419  2.801
H  -0.708  5.389  2.378
H  -2.314  4.684  2.426
H  -3.649  2.578  -1.594
H  -2.363  1.359  -1.425
H  -2.376  2.441  -2.820
C  5.019  -4.231  1.313
C  5.132  -2.759  1.650
O  4.438  -1.943  0.689
C  3.118  -1.899  0.825
O  2.464  -2.455  1.665
O  2.627  -1.129  -0.157
C  1.204  -1.066  -0.181
H  5.351  -4.415  0.290
H  5.626  -4.826  1.995
H  3.987  -4.573  1.386
H  6.174  -2.449  1.608
H  4.769  -2.549  2.656
H  0.800  -0.776  0.786
H  0.796  -2.030  -0.489
H  0.924  -0.312  -0.915
C  0.928  1.800  10.453
C  0.350  2.926  9.622
O  0.480  2.663  8.216
C  -0.402  1.804  7.711
O  -1.285  1.255  8.312
O  -0.128  1.646  6.413
C  -0.949  0.678  5.759
H  1.959  1.598  10.158
H  0.907  2.058  11.512
H  0.364  0.879  10.313
H  0.905  3.844  9.807
H  -0.692  3.118  9.876
H  -2.006  0.885  5.916
H  -0.703  -0.323  6.110
H  -0.737  0.740  4.695



No. 2
DFT (ωB97M-V/def2-TZVPD) results for a molecular structure, C78H61FGeN5O4P3STi in a non-equilibrium geometry.

Properties
E in eV: -218568.751
Orbital gap (alpha / beta) in eV: 6.1 / 5.9
Lowest unoccupied orbital energy (alpha / beta) in eV: -0.547 / -0.712
HOMO energy (alpha / beta) in eV: -6.63 / -6.63

Cartesian coordinates (Å):
Ti  -0.610  -0.126  -0.338
O  -2.982  3.140  -1.361
C  -2.102  2.348  -1.560
N  -2.092  1.022  -1.057
C  -3.229  0.306  -1.391
O  -4.227  0.722  -1.925
C  -3.139  -1.157  -1.033
C  -4.162  -1.982  -1.469
C  -4.159  -3.318  -1.133
C  -3.127  -3.770  -0.321
C  -2.136  -2.894  0.063
N  -2.092  -1.602  -0.303
C  -0.941  2.691  -2.429
C  -1.138  3.552  -3.497
C  -0.077  3.780  -4.357
C  1.126  3.144  -4.100
C  1.213  2.299  -3.005
N  0.199  2.068  -2.180
H  -4.943  -1.523  -2.060
H  -4.933  -3.991  -1.476
H  -3.081  -4.798  0.013
H  -1.357  -3.247  0.722
H  -2.113  3.994  -3.643
H  -0.191  4.434  -5.212
H  1.978  3.266  -4.756
H  2.142  1.784  -2.788
F  0.469  0.289  3.712
Ge  0.645  1.104  2.055
C  1.840  2.686  2.624
C  2.174  2.875  3.974
C  2.898  3.973  4.401
C  3.294  4.947  3.490
C  2.985  4.790  2.156
C  2.280  3.660  1.721
P  1.966  3.375  -0.045
C  3.690  3.535  -0.688
C  4.696  2.914  0.066
C  5.998  2.833  -0.400
C  6.333  3.372  -1.636
C  5.347  3.973  -2.402
C  4.038  4.041  -1.940
C  1.113  4.970  -0.369
C  -0.161  5.031  0.202
C  -0.936  6.172  0.091
C  -0.458  7.264  -0.621
C  0.794  7.206  -1.211
C  1.584  6.069  -1.080
C  2.435  -0.161  2.070
C  3.567  0.322  2.734
C  4.642  -0.497  3.039
C  4.598  -1.849  2.728
C  3.490  -2.351  2.078
C  2.431  -1.509  1.708
P  0.973  -2.256  0.889
C  1.727  -3.274  -0.467
C  0.880  -4.063  -1.250
C  1.375  -4.833  -2.292
C  2.734  -4.836  -2.570
C  3.585  -4.062  -1.799
C  3.087  -3.278  -0.767
C  0.786  -3.600  2.173
C  0.840  -3.192  3.511
C  0.871  -4.129  4.530
C  0.830  -5.487  4.237
C  0.731  -5.898  2.918
C  0.708  -4.960  1.890
C  -1.040  2.301  2.835
C  -0.812  3.397  3.670
C  -1.843  3.994  4.376
C  -3.140  3.517  4.256
C  -3.389  2.445  3.426
C  -2.345  1.837  2.715
P  -2.644  0.356  1.703
C  -4.371  0.646  1.159
C  -5.287  -0.404  1.098
C  -6.594  -0.175  0.695
C  -6.994  1.103  0.336
C  -6.081  2.147  0.366
C  -4.776  1.921  0.769
C  -2.963  -0.846  3.068
C  -2.007  -1.813  3.343
C  -2.183  -2.706  4.394
C  -3.309  -2.620  5.194
C  -4.270  -1.654  4.932
C  -4.103  -0.778  3.873
H  1.852  2.125  4.691
H  3.152  4.079  5.450
H  3.845  5.820  3.822
H  3.288  5.542  1.434
H  4.454  2.492  1.033
H  6.750  2.336  0.202
H  7.353  3.319  -1.999
H  5.592  4.382  -3.375
H  3.286  4.487  -2.576
H  -0.544  4.168  0.739
H  -1.919  6.203  0.545
H  -1.063  8.158  -0.720
H  1.169  8.052  -1.776
H  2.569  6.057  -1.526
H  3.606  1.353  3.045
H  5.504  -0.080  3.549
H  5.407  -2.510  3.014
H  3.432  -3.414  1.874
H  -0.181  -4.088  -1.038
H  0.697  -5.428  -2.890
H  3.122  -5.432  -3.387
H  4.650  -4.061  -1.999
H  3.773  -2.668  -0.202
H  0.882  -2.134  3.756
H  0.936  -3.793  5.558
H  0.880  -6.219  5.033
H  0.689  -6.953  2.678
H  0.665  -5.307  0.866
H  0.178  3.802  3.783
H  -1.626  4.836  5.024
H  -3.952  3.976  4.808
H  -4.403  2.080  3.331
H  -4.981  -1.405  1.377
H  -7.299  -0.998  0.665
H  -8.017  1.285  0.029
H  -6.381  3.143  0.066
H  -4.066  2.733  0.758
H  -1.115  -1.841  2.734
H  -1.436  -3.460  4.594
H  -3.438  -3.302  6.026
H  -5.151  -1.574  5.558
H  -4.868  -0.042  3.670
C  -1.615  -6.531  -5.918
C  -1.392  -5.144  -5.373
C  -1.661  -4.850  -4.039
C  -1.473  -3.570  -3.545
C  -1.000  -2.576  -4.386
C  -0.739  -2.840  -5.721
C  -0.934  -4.125  -6.206
S  -0.895  -0.912  -3.781
O  -0.065  -0.186  -4.703
O  -2.254  -0.477  -3.634
N  -0.233  -1.035  -2.288
C  1.133  -0.871  -2.218
C  2.059  -1.203  -3.222
C  3.373  -0.847  -3.052
C  3.755  -0.178  -1.891
C  2.806  0.045  -0.924
N  1.518  -0.313  -1.054
H  -1.594  -7.271  -5.118
H  -0.857  -6.787  -6.657
H  -2.589  -6.593  -6.409
H  -2.030  -5.628  -3.378
H  -1.695  -3.321  -2.515
H  -0.393  -2.037  -6.360
H  -0.737  -4.338  -7.251
H  1.716  -1.700  -4.115
H  4.107  -1.080  -3.815
H  4.772  0.153  -1.733
H  3.076  0.511  0.008



No. 3
DFT (ωB97M-V/def2-TZVPD) results for CH2BrFO in the gas phase in a non-equilibrium geometry.

Properties
E in eV: -75874.811
Orbital gap in eV: 10.0
Lowest unoccupied orbital energy in eV: -0.064
HOMO energy in eV: -10.10

Cartesian coordinates (Å):
C  0.117  0.133  0.493
O  0.585  -0.162  -0.947
F  -0.552  1.303  0.640
Br  -0.649  -0.861  -2.010
H  -0.528  -0.663  0.749
H  1.027  0.250  1.075



No. 4
DFT (ωB97M-V/def2-TZVPD) results for a molecular structure, C12H40AsCsF6N2O8 in a non-equilibrium geometry.

Properties
<S²>: 0.752
Total charge: -1
E in eV: -110147.231
Orbital gap (alpha / beta) in eV: 2.6 / 8.2
2S+1: 2
Lowest unoccupied orbital energy (alpha / beta) in eV: 1.257 / 1.403
HOMO energy (alpha / beta) in eV: -1.32 / -6.76

Cartesian coordinates (Å):
Cs  3.161  -3.251  -1.840
As  0.441  -0.213  -1.142
F  1.182  1.023  -2.212
F  2.059  -0.530  -0.488
F  -0.346  -1.464  -0.175
F  -1.129  0.090  -1.918
F  0.939  -1.467  -2.446
F  0.137  1.013  0.141
C  -2.364  3.219  0.308
O  -3.664  3.747  0.691
H  -1.926  2.657  1.134
H  -2.454  2.543  -0.542
H  -1.732  4.016  -0.083
H  -3.972  4.301  -0.030
C  -1.238  -2.832  -4.017
O  -1.035  -2.185  -5.287
H  -1.258  -2.048  -3.260
H  -2.179  -3.377  -3.940
H  -0.371  -3.454  -3.793
H  -1.193  -1.254  -5.112
C  -1.584  1.881  -4.797
O  -1.260  0.422  -4.588
H  -0.661  2.460  -4.780
H  -2.095  2.018  -5.750
H  -2.190  2.243  -3.967
H  -1.051  0.190  -3.680
C  -1.523  -4.683  -0.183
O  -0.854  -5.654  0.544
H  -1.713  -3.854  0.499
H  -0.988  -4.375  -1.081
H  -2.504  -5.007  -0.531
H  -1.495  -6.156  1.054
C  -3.435  -0.961  0.420
O  -4.740  -1.281  0.687
H  -3.146  -1.608  -0.408
H  -3.275  0.070  0.107
H  -2.837  -1.121  1.318
H  -5.285  -0.974  -0.041
C  4.175  2.695  -1.734
O  5.177  3.337  -2.019
N  4.141  1.791  -0.752
N  3.052  2.879  -2.287
H  3.335  1.276  -0.425
H  4.978  1.485  -0.277
H  2.980  3.498  -3.081
H  2.221  2.411  -1.955
C  1.219  -3.226  5.027
C  0.345  -3.125  3.853
C  0.920  -2.078  2.881
O  0.412  -4.486  3.260
H  0.859  -3.949  5.759
H  1.442  -2.278  5.515
H  2.102  -3.811  4.771
H  -0.663  -2.778  4.080
H  0.773  -1.103  3.345
H  0.281  -2.007  2.001
H  1.932  -2.260  2.519
H  0.154  -4.404  2.339
C  0.386  4.211  2.578
C  1.366  3.223  1.848
C  2.876  3.591  2.119
O  1.180  1.983  2.475
H  -0.595  3.735  2.573
H  0.331  5.107  1.960
H  0.774  4.438  3.571
H  1.201  3.196  0.771
H  2.914  4.641  1.830
H  3.559  2.934  1.581
H  3.157  3.445  3.162
H  0.593  1.482  1.904



No. 5
DFT (ωB97M-V/def2-TZVPD) results for 2 unconnected molecules or ions with the total composition C9H14 in a non-equilibrium geometry.

Properties
E in eV: -9558.646
Orbital gap in eV: 9.8
Lowest unoccupied orbital energy in eV: 1.029
HOMO energy in eV: -8.73

Cartesian coordinates (Å):
C  -2.195  1.747  3.142
C  -2.481  0.409  2.464
H  -1.599  2.505  2.494
H  -3.117  2.252  3.317
H  -1.768  1.610  4.168
H  -1.571  -0.137  2.303
H  -3.012  0.648  1.564
H  -3.112  -0.267  3.015
C  -0.145  0.696  -0.411
C  3.063  -0.911  -1.614
C  2.291  0.057  -1.038
C  2.494  -1.896  -2.459
C  0.915  -0.147  -1.062
C  1.136  -1.921  -2.671
C  0.298  -1.071  -2.030
H  4.249  -0.915  -1.615
H  2.821  0.927  -0.585
H  3.154  -2.614  -2.970
H  0.703  -2.738  -3.308
H  0.196  1.019  0.675
H  -1.240  0.262  -0.406
H  -0.713  -1.152  -2.056
H  -0.366  1.636  -0.917



No. 6
DFT (ωB97M-V/def2-TZVPD) results for 2 unconnected molecules or ions with the total composition CBrN3S in a non-equilibrium geometry.

Properties
<S²>: 2.014
E in eV: -86378.770
Orbital gap (alpha / beta) in eV: 5.9 / 6.4
2S+1: 3
Lowest unoccupied orbital energy (alpha / beta) in eV: 0.022 / -3.452
HOMO energy (alpha / beta) in eV: -5.93 / -9.85

Cartesian coordinates (Å):
C  -0.971  1.633  -0.044
N  -1.717  0.936  -0.556
N  1.190  -2.547  -1.036
N  0.829  -1.871  -0.216
S  0.604  -0.886  0.922
Br  0.065  2.735  0.930



No. 7
DFT (ωB97M-V/def2-TZVPD) results for a gas-phase ion, C6H15N (charge +1) in a non-equilibrium geometry.

Properties
<S²>: 0.754
Total charge: +1
E in eV: -7945.381
Orbital gap (alpha / beta) in eV: 11.5 / 5.7
2S+1: 2
Lowest unoccupied orbital energy (alpha / beta) in eV: -3.475 / -9.195
HOMO energy (alpha / beta) in eV: -14.93 / -14.91

Cartesian coordinates (Å):
C  -0.111  -0.752  -1.979
C  0.813  0.118  -1.135
C  -0.062  1.117  -0.243
C  -1.233  0.402  0.492
C  -0.933  -0.899  1.275
C  -0.069  -0.606  2.553
N  1.690  0.986  -1.937
H  -0.523  -1.585  -1.427
H  -0.924  -0.132  -2.370
H  0.389  -1.112  -2.885
H  1.462  -0.403  -0.410
H  0.672  1.507  0.455
H  -0.424  1.919  -0.873
H  -1.419  1.136  1.268
H  -1.976  0.222  -0.282
H  -1.907  -1.133  1.693
H  -0.472  -1.684  0.681
H  0.550  0.264  2.316
H  0.596  -1.433  2.754
H  -0.681  -0.425  3.430
H  2.630  0.574  -1.812
H  1.932  1.919  -1.566



No. 8
DFT (ωB97M-V/def2-TZVPD) results for a molecular structure, C46H48CuN8O9 in a non-equilibrium geometry.

Properties
<S²>: 0.794
Total charge: -2
E in eV: -123458.697
Orbital gap (alpha / beta) in eV: 3.8 / 5.1
2S+1: 2
Lowest unoccupied orbital energy (alpha / beta) in eV: 3.633 / 3.633
HOMO energy (alpha / beta) in eV: -0.14 / -1.51

Cartesian coordinates (Å):
Cu  0.929  -0.086  0.637
C  2.012  4.378  -0.220
C  0.952  5.131  -0.979
C  1.295  6.256  -1.723
C  0.341  7.034  -2.364
C  -0.999  6.700  -2.240
C  -1.366  5.571  -1.527
C  -0.405  4.757  -0.923
N  -0.820  3.618  -0.226
C  -0.294  2.335  -0.361
N  0.376  2.151  -1.541
C  1.459  1.307  -1.884
C  1.966  0.353  -0.986
C  3.110  -0.325  -1.432
C  3.671  -0.136  -2.690
C  3.107  0.788  -3.555
C  2.011  1.541  -3.157
C  1.439  2.586  -4.086
N  -0.488  1.419  0.509
C  -1.166  1.738  1.771
C  -0.224  2.682  2.500
C  -0.585  3.890  2.913
C  -1.994  4.284  2.930
C  -2.951  3.471  2.479
C  -2.674  2.170  1.799
C  -3.521  2.169  0.495
H  2.814  5.059  0.068
H  2.452  3.574  -0.813
H  1.591  3.925  0.679
H  2.341  6.540  -1.777
H  0.641  7.901  -2.939
H  -1.761  7.313  -2.707
H  -2.411  5.297  -1.437
H  -1.726  3.666  0.217
H  0.231  2.907  -2.186
H  3.584  -1.040  -0.768
H  4.530  -0.723  -3.002
H  3.530  0.943  -4.543
H  1.955  2.558  -5.046
H  1.553  3.599  -3.682
H  0.374  2.413  -4.272
H  0.796  2.315  2.581
H  0.141  4.560  3.361
H  -2.256  5.229  3.395
H  -4.001  3.738  2.573
H  -4.532  1.852  0.794
H  -2.991  0.478  -0.237
H  -3.619  3.202  0.128
O  0.503  -3.102  1.682
N  0.360  -2.070  2.572
O  0.762  -1.028  2.251
C  5.599  -2.161  2.619
C  4.734  -2.999  1.714
C  5.242  -4.114  1.054
C  4.430  -4.865  0.215
C  4.967  -6.073  -0.513
C  3.099  -4.503  0.042
C  2.576  -3.369  0.660
C  3.412  -2.636  1.505
N  1.241  -2.918  0.492
C  0.384  -3.140  -0.689
C  -0.311  -4.515  -0.706
C  -1.205  -4.623  -1.947
C  -2.277  -3.527  -1.914
C  -1.598  -2.156  -1.905
C  -0.749  -1.988  -3.167
C  0.319  -3.082  -3.197
C  -0.352  -4.460  -3.210
C  1.220  -2.960  -1.965
C  -0.706  -2.050  -0.671
H  6.545  -2.658  2.835
H  5.083  -1.956  3.559
H  5.813  -1.196  2.155
H  6.280  -4.399  1.200
H  5.918  -6.401  -0.092
H  5.126  -5.843  -1.569
H  4.261  -6.904  -0.458
H  2.474  -5.133  -0.576
H  3.026  -1.746  1.979
H  -0.911  -4.617  0.202
H  0.430  -5.322  -0.714
H  -1.686  -5.607  -1.960
H  -2.897  -3.628  -1.019
H  -2.935  -3.623  -2.785
H  -2.356  -1.377  -1.854
H  -0.263  -1.007  -3.160
H  -1.377  -2.057  -4.062
H  0.941  -2.969  -4.092
H  0.412  -5.248  -3.254
H  -0.983  -4.561  -4.100
H  1.695  -1.979  -1.940
H  2.008  -3.713  -2.026
H  -1.319  -2.139  0.227
H  -0.221  -1.069  -0.644
O  -7.519  -0.853  3.691
N  -6.733  -0.163  4.355
O  -7.078  0.335  5.444
C  -5.438  0.064  3.854
C  -5.001  -0.524  2.639
C  -3.766  -0.232  2.102
C  -2.859  0.836  2.698
O  -1.446  0.536  2.476
C  -3.276  1.104  4.150
C  -4.545  0.807  4.606
N  -2.437  1.740  5.094
O  -1.221  1.794  4.919
O  -2.942  2.212  6.131
N  -3.338  -0.785  0.933
O  -4.038  -1.781  0.486
O  -3.045  1.420  -0.582
H  -5.626  -1.221  2.104
H  -4.824  1.112  5.601



What is the E in the fourth record?
-110147.231 eV



Which value of E does entry 8 give?
-123458.697 eV